Entry 1:
Density functional theory data (ωB97M-V/def2-TZVPD) for a structure of composition C5H12N2O at a distorted geometry.

energy above the lowest of the compared OMol25 structures with the same formula, charge and spin: 118.1 kcal/mol
lowest unoccupied orbital energy: 0.8 eV
HOMO level: -7.23 eV

Cartesian coordinates (Å):
C1 0.82 -0.59 -0.42
C2 1.48 0.92 1.88
C3 0.45 -0.11 1.62
N1 1.39 0.42 -1.26
N2 -0.37 -0.73 2.24
H1 2.06 1.01 -0.79
H2 0.70 1.01 -1.71
H3 -1.26 -1.12 1.50
H4 0.33 -1.38 -0.99
H5 1.63 -1.12 0.09
H6 2.47 0.55 1.61
H7 1.28 1.81 1.30
H8 1.47 1.18 2.94
C4 -1.80 -0.32 -1.78
C5 -1.57 -0.20 -0.31
O1 -1.99 -1.12 0.45
H9 -1.46 0.82 0.09
H10 -1.65 -1.35 -2.12
H11 -1.16 0.36 -2.36
H12 -2.84 -0.04 -1.99


Entry 2:
Density functional theory data (ωB97M-V/def2-TZVPD) for a cluster of 10 separate species, C40H53F9O30S in total.

lowest unoccupied orbital energy: 0.0 eV
HOMO level: -9.75 eV

Cartesian coordinates (Å):
C1 10.59 -0.78 1.75
C2 9.09 -0.90 2.08
C3 8.17 -0.03 1.20
C4 6.90 0.37 1.93
C5 5.98 1.29 1.12
C6 4.84 1.89 1.97
C7 3.44 1.42 1.51
C8 2.41 1.55 2.62
C9 1.00 0.99 2.36
C10 0.79 0.20 1.08
C11 -0.61 -0.42 1.08
C12 -0.99 -1.00 -0.26
O1 -2.18 -1.82 -0.13
C13 -1.92 -3.07 0.27
O2 -0.86 -3.62 0.28
O3 -3.10 -3.69 0.65
S1 -3.11 -4.00 2.32
H1 11.16 -0.72 2.68
H2 10.79 0.14 1.20
H3 10.93 -1.65 1.20
H4 8.78 -1.94 2.02
H5 8.94 -0.59 3.11
H6 7.91 -0.61 0.31
H7 8.72 0.85 0.88
H8 6.34 -0.53 2.18
H9 7.17 0.88 2.86
H10 6.57 2.07 0.65
H11 5.54 0.70 0.31
H12 4.89 2.98 1.93
H13 4.97 1.55 3.00
H14 3.18 2.05 0.67
H15 3.55 0.39 1.17
H16 2.35 2.60 2.90
H17 2.81 1.04 3.50
H18 0.73 0.35 3.20
H19 0.30 1.83 2.37
H20 0.93 0.85 0.21
H21 1.51 -0.61 1.01
H22 -1.35 0.33 1.37
H23 -0.61 -1.21 1.83
H24 -1.26 -0.19 -0.94
H25 -0.18 -1.56 -0.71
H26 -2.69 -2.81 2.79
O4 0.78 3.79 1.09
C14 0.27 4.09 0.07
O5 0.65 3.62 -1.13
C15 -0.24 4.12 -2.14
C16 -0.84 5.33 -1.45
F1 -2.14 5.57 -1.75
O6 -0.75 4.97 -0.07
H27 -0.99 3.36 -2.35
H28 0.30 4.34 -3.05
H29 -0.27 6.26 -1.60
O7 -0.69 1.56 -4.93
C17 -1.58 0.99 -4.38
O8 -2.01 -0.25 -4.69
C18 -2.99 -0.64 -3.71
C19 -3.46 0.69 -3.18
F2 -3.78 0.65 -1.87
O9 -2.31 1.51 -3.35
H30 -2.50 -1.22 -2.93
H31 -3.77 -1.22 -4.18
H32 -4.29 1.13 -3.73
O10 -9.15 -1.56 -0.57
C20 -8.46 -2.46 -0.24
O11 -7.68 -2.48 0.86
C21 -7.12 -3.79 0.99
C22 -7.19 -4.31 -0.42
F3 -7.41 -5.65 -0.48
O12 -8.32 -3.63 -0.94
H33 -7.74 -4.38 1.66
H34 -6.11 -3.75 1.40
H35 -6.32 -4.08 -1.04
O13 6.29 6.31 1.99
C23 5.12 6.40 2.12
O14 4.49 6.70 3.28
C24 3.09 6.88 3.01
C25 2.92 6.09 1.73
F4 1.99 6.64 0.90
O15 4.20 6.22 1.13
H36 2.88 7.94 2.85
H37 2.49 6.51 3.83
H38 2.69 5.04 1.87
O16 -14.41 -2.38 2.83
C26 -13.67 -2.55 1.93
O17 -13.56 -1.75 0.84
C27 -12.45 -2.21 0.05
C28 -12.33 -3.65 0.49
F5 -11.05 -4.09 0.48
O18 -12.80 -3.61 1.82
H39 -11.55 -1.65 0.31
H40 -12.66 -2.10 -1.01
H41 -12.94 -4.36 -0.08
O19 3.95 3.23 -1.36
C29 3.56 2.44 -2.15
O20 3.58 2.61 -3.49
C30 3.12 1.41 -4.11
C31 2.32 0.77 -2.99
F6 2.38 -0.59 -3.02
O21 2.98 1.24 -1.84
H42 3.97 0.78 -4.38
H43 2.53 1.63 -5.00
H44 1.27 1.07 -2.96
O22 -7.10 -5.32 4.57
C32 -7.67 -6.27 4.16
O23 -8.03 -6.45 2.87
C33 -8.57 -7.76 2.72
C34 -9.01 -8.08 4.13
F7 -8.88 -9.39 4.44
O24 -8.09 -7.32 4.91
H45 -7.78 -8.45 2.39
H46 -9.38 -7.77 2.00
H47 -10.02 -7.76 4.38
O25 10.35 -4.43 0.97
C35 11.52 -4.50 1.07
O26 12.27 -3.82 1.97
C36 13.62 -4.28 1.89
C37 13.66 -4.86 0.49
F8 14.49 -5.92 0.39
O27 12.33 -5.28 0.29
H48 13.79 -5.05 2.63
H49 14.31 -3.46 2.04
H50 13.93 -4.14 -0.29
O28 -1.48 4.77 -4.61
C38 -2.18 5.39 -5.33
O29 -2.86 4.88 -6.39
C39 -3.72 5.90 -6.91
C40 -3.05 7.16 -6.41
F9 -3.94 8.14 -6.12
O30 -2.43 6.72 -5.21
H51 -4.71 5.79 -6.47
H52 -3.78 5.83 -7.99
H53 -2.28 7.57 -7.08


Entry 3:
Density functional theory data (ωB97M-V/def2-TZVPD) for the ion C3H6N3S3 with charge +1 at a distorted geometry.

energy above the lowest of the compared OMol25 structures with the same formula, charge and spin: 19.5 kcal/mol
total charge: +1
lowest unoccupied orbital energy: -5.3 eV
HOMO level: -12.99 eV

Cartesian coordinates (Å):
S1 0.25 -2.59 1.31
C1 0.04 -1.16 0.51
N1 0.74 -0.37 -0.28
C2 1.90 -0.55 -0.72
S2 2.91 -2.00 -0.71
N2 -1.22 -0.62 0.72
C3 -1.69 0.56 0.31
N3 -1.01 1.46 -0.36
S3 -1.59 3.04 -0.53
H1 2.39 0.24 -1.21
H2 2.10 -2.66 0.37
H3 -1.78 -0.98 1.60
H4 -2.63 0.88 0.73
H5 -0.14 1.25 -0.89
H6 -0.28 3.51 -0.86


Entry 4:
Density functional theory data (ωB97M-V/def2-TZVPD) for a structure of composition C4H7LiO2 at a distorted geometry.

energy above the lowest of the compared OMol25 structures with the same formula, charge and spin: 76.4 kcal/mol
lowest unoccupied orbital energy (spin up / spin down): -0.4 / -0.4 eV
HOMO level (spin up / spin down): -7.00 / -7.00 eV

Cartesian coordinates (Å):
O1 2.09 0.31 -0.47
C1 1.53 -0.35 -1.33
C2 0.05 -0.48 -1.48
H1 -0.95 -0.05 -1.63
H2 2.13 -1.04 -1.96
H3 0.02 -0.59 -2.58
Li1 1.50 0.82 1.11
C3 -0.70 -0.13 1.79
C4 -1.12 0.93 0.98
O2 0.28 -0.05 2.66
H4 -0.31 -0.95 -0.37
H5 -1.58 1.83 1.41
H6 -1.53 0.73 -0.01
H7 -1.40 -0.98 1.88


Entry 5:
Density functional theory data (ωB97M-V/def2-TZVPD) for a cluster of 2 separate species, C4H13N2S in total at a distorted geometry.

energy above the lowest of the compared OMol25 structures with the same formula, charge and spin: 94.5 kcal/mol
total charge: +1
lowest unoccupied orbital energy: -3.4 eV
HOMO level: -11.60 eV

Cartesian coordinates (Å):
C1 0.79 0.50 1.75
C2 2.44 -0.90 -0.59
C3 -1.62 -0.34 -0.21
C4 0.80 0.74 0.33
N1 0.29 1.96 -0.02
N2 1.50 0.21 -0.66
S1 -3.26 -0.07 -0.51
H1 1.08 -0.53 2.04
H2 1.63 1.02 2.34
H3 -0.13 0.97 2.15
H4 2.60 -1.14 -1.60
H5 3.42 -0.60 -0.20
H6 2.19 -1.73 0.02
H7 -1.12 -0.63 -1.13
H8 -1.47 -1.07 0.59
H9 -0.47 2.45 0.29
H10 0.60 2.24 -0.99
H11 -4.33 -1.18 -0.22
H12 1.34 0.53 -1.58
H13 -3.68 0.69 0.59


Entry 6:
Density functional theory data (ωB97M-V/def2-TZVPD) for an isolated molecule of C4H8O2 at a distorted geometry.

energy above the lowest of the compared OMol25 structures with the same formula, charge and spin: 49.7 kcal/mol
lowest unoccupied orbital energy: 1.0 eV
HOMO level: -10.18 eV

Cartesian coordinates (Å):
C1 1.46 -0.61 0.71
C2 0.48 0.40 0.15
O1 1.17 1.50 -0.41
C3 -0.53 -0.16 -0.82
C4 -1.89 -0.37 -0.33
O2 -1.57 0.75 -1.15
H1 2.09 -1.05 -0.07
H2 2.12 -0.09 1.42
H3 0.91 -1.39 1.23
H4 -0.11 0.80 0.99
H5 0.67 2.21 0.00
H6 -0.16 -0.75 -1.66
H7 -2.10 -0.11 0.71
H8 -2.53 -1.12 -0.77